Entry 1:
# C6H9N3O3

The molecule C6H9N3O3 at a distorted geometry (the ωB97M-V functional and the def2-TZVPD basis, the OMol25 dataset).

Geometry as XYZ:
```
21
Properties=species:S:1:pos:R:3:forces:R:3:mulliken_charge:R:1
C -0.402574 -1.552231 0.506937 -0.10 -0.55 0.20 0.387
C 0.954624 -0.820133 0.607415 -0.02 -0.42 0.23 -0.910
C 0.777206 0.628666 0.311062 0.53 -0.20 -0.13 0.380
C 0.165193 2.678094 0.313705 0.18 0.33 0.73 -0.623
C 0.773576 2.495332 -0.891119 0.34 -0.60 -0.62 -0.251
C -0.991720 -1.415091 -0.902937 -0.33 0.92 0.08 0.361
H -1.344393 -1.670347 2.336232 0.04 -0.19 0.02 0.251
H -1.151093 -0.118677 1.811180 -0.43 -1.34 -0.68 0.294
H -0.322743 -2.650450 0.632240 0.43 0.43 -0.02 0.457
H 1.375395 -0.981333 1.606598 -0.27 0.22 -0.06 0.385
H 1.688660 -1.229766 -0.075620 -0.04 -0.16 -0.28 0.379
H -0.246489 3.597899 0.733264 0.19 -0.39 -0.32 0.404
H 1.017501 3.150328 -1.724996 -0.22 -0.28 0.35 0.403
H 1.155751 -0.204651 -2.219220 0.39 0.65 0.51 0.449
H -2.610156 -1.295887 -0.025290 -0.12 0.13 0.43 0.420
N -1.379994 -1.107902 1.499898 0.23 1.60 0.44 -0.799
N 0.207806 1.525334 1.087329 -0.24 0.18 -0.96 -0.702
N 1.156105 1.153937 -0.892339 -0.93 0.65 1.27 0.401
O 1.810012 0.461653 -1.860857 -0.25 -0.43 -0.77 -0.500
O -2.317309 -1.297981 -0.953440 0.48 -0.35 -0.25 -0.493
O -0.315359 -1.346795 -1.900042 0.14 -0.22 -0.19 -0.691
```
Positions in Å, forces in eV/Å.

The calculation puts the energy above the lowest of the compared OMol25 structures with the same formula, charge and spin at 0.635 eV. The value obtained for the LUMO energy is 0.640 eV. Its SMILES is N[C@H](Cc1nccn1O)C(=O)O.

---

Entry 2:
# C12H31F9N2O16S5

A 8-piece molecular cluster, C12H31F9N2O16S5 overall at a distorted geometry (the ωB97M-V functional and the def2-TZVPD basis, the OMol25 dataset).

Geometry as XYZ:
```
75
Properties=species:S:1:pos:R:3:forces:R:3:mulliken_charge:R:1
N 0.107561 1.412160 0.360498 -0.55 0.14 -0.48 0.911
H 0.469644 2.294985 -0.073740 0.16 0.49 0.10 0.673
H 0.706223 1.085547 1.122007 0.46 -0.31 -0.25 0.394
H 0.108757 0.766081 -0.467274 0.02 0.03 0.86 -0.011
H -0.861764 1.542459 0.721678 0.43 0.02 -0.39 0.026
N -1.236367 3.133862 -2.919335 -0.78 -0.64 -0.21 0.040
H -1.542521 3.840017 -3.577666 0.32 0.35 0.25 0.440
H -0.809014 2.337431 -3.454127 -0.42 -0.08 0.54 0.434
H -2.064761 2.828224 -2.386922 0.08 -0.33 -0.12 0.315
H -0.532083 3.414148 -2.187340 1.31 0.64 0.28 0.154
C 4.541352 0.861919 2.357983 -0.98 -1.15 0.38 0.404
F 5.806077 0.427404 2.291638 0.19 0.13 0.24 -0.226
F 4.376858 1.571423 3.486098 0.24 0.04 0.14 -0.235
F 4.346984 1.690008 1.341044 -0.07 0.21 -0.37 -0.229
S 3.334749 -0.621331 2.291411 -1.41 0.23 0.44 1.240
O 3.293748 -1.298986 3.571263 1.15 0.52 -0.45 -0.691
O 2.029330 0.037269 2.060475 0.82 0.14 -0.40 -0.915
O 3.889059 -1.337245 1.163461 -0.09 0.12 0.11 -0.683
C -5.013626 0.975439 0.693143 0.40 1.38 -0.57 0.621
F -6.114452 1.515458 0.159787 -0.43 -0.06 -0.11 -0.259
F -5.266606 0.695053 1.958023 0.02 -0.37 0.37 -0.239
F -4.721549 -0.115954 0.010913 0.04 -0.63 0.07 -0.174
S -3.643702 2.217004 0.523739 2.54 1.80 0.11 1.165
O -3.257326 2.220649 -0.886353 -0.95 -0.31 0.01 -0.923
O -4.118533 3.495883 1.023606 -0.69 -1.07 -0.28 -0.738
O -2.533020 1.691707 1.328177 -0.95 -0.44 0.23 -0.966
C -1.820815 -1.438860 -3.114238 1.53 0.42 -1.12 0.618
F -2.808267 -0.755741 -2.572063 -0.17 -0.04 0.61 -0.216
F -1.567233 -2.575624 -2.474463 -0.54 -0.17 0.51 -0.217
F -2.199812 -1.757526 -4.364739 -0.11 -0.06 -0.08 -0.263
S -0.192590 -0.494946 -3.198117 1.25 0.37 -0.04 0.987
O 0.174047 -0.274264 -1.796832 -0.64 -0.50 -0.83 -0.730
O 0.705734 -1.356810 -3.939840 -0.77 -0.09 0.55 -0.667
O -0.484221 0.740774 -3.921004 -0.57 -0.20 -0.01 -0.932
C 2.246834 5.082102 -2.581224 0.30 0.14 0.07 -1.378
C 1.526370 4.730100 -1.263820 -0.41 1.06 -0.05 0.367
C 0.550517 5.891290 -0.922410 -0.60 -0.62 0.73 -1.438
O 0.912127 3.510840 -1.273159 -0.64 -0.17 -0.21 -1.096
H 3.130992 4.452571 -2.695637 -0.07 -0.07 -0.16 0.314
H 2.573362 6.129030 -2.580312 0.14 -0.02 0.18 0.421
H 1.626317 4.993154 -3.478106 -0.24 -0.32 0.15 0.266
H 2.287905 4.855734 -0.476279 0.29 -0.53 0.12 0.288
H -0.116476 6.121182 -1.758839 0.16 0.34 -0.09 0.277
H 1.028024 6.765729 -0.470317 0.21 0.24 -0.67 0.407
H -0.105165 5.560591 -0.108021 -0.02 -0.27 -0.13 0.342
O 0.258721 -5.072933 0.542443 -0.01 -0.13 -0.11 -0.662
S 1.319830 -4.166744 0.878272 1.37 1.96 0.40 1.333
O 1.691683 -3.932903 2.251750 -0.09 -0.95 -1.31 -0.605
O 2.675611 -4.623724 0.070198 -0.07 -0.11 0.80 -0.381
C 2.552448 -4.940823 -1.317675 -1.50 -0.27 0.07 -0.023
C 2.519472 -6.432578 -1.566729 0.43 -0.68 -0.50 -1.273
C 1.077621 -2.551000 0.109814 -0.66 -1.11 -0.36 -0.425
H 3.363074 -4.526269 -1.912854 0.29 0.34 0.57 0.414
H 1.629387 -4.474568 -1.670890 0.08 -0.07 -0.31 0.136
H 3.285369 -6.937393 -0.972977 0.18 0.14 -0.12 0.289
H 2.752570 -6.564544 -2.629291 0.17 -0.16 0.06 0.385
H 1.611798 -7.016845 -1.411272 -0.34 0.68 0.35 0.269
H 0.473079 -2.755245 -0.773860 -0.07 0.27 0.02 0.308
H 2.019035 -2.104782 -0.189162 0.16 -0.04 0.37 0.605
H 0.530105 -1.949381 0.827933 0.11 0.06 0.03 -0.410
O -2.460296 -1.622863 4.509574 0.67 -0.09 -0.07 -0.649
S -1.110470 -1.394714 4.031364 -0.54 0.51 -0.99 1.122
O 0.007736 -2.049509 4.628810 -0.51 0.20 -0.15 -0.578
O -1.074253 -1.778714 2.445935 0.24 0.46 1.24 -0.243
C -2.210561 -1.348972 1.661803 -0.40 -0.73 -0.43 0.304
C -2.814286 -2.614845 1.087439 0.24 -0.49 0.36 -1.355
C -0.865306 0.396843 3.965910 0.53 -1.40 -0.18 -0.189
H -1.870120 -0.714163 0.845017 0.16 0.24 0.31 -0.185
H -2.919576 -0.842878 2.314260 0.03 0.21 -0.23 0.722
H -2.043597 -3.174699 0.553720 0.00 0.06 -0.08 0.179
H -3.654469 -2.459858 0.413104 -0.03 0.24 0.08 0.285
H -3.111305 -3.241105 1.932086 -0.21 -0.05 -0.13 0.329
H -1.558697 0.824765 3.245894 -0.19 0.07 0.20 -0.010
H 0.164852 0.487425 3.614238 0.04 0.24 0.16 -0.042
H -1.002096 0.723106 4.992390 -0.01 0.27 -0.08 0.473
```
Positions in Å, forces in eV/Å.

The value obtained for the LUMO energy is 4.169 eV. Its charge is -2.

---

Entry 3:
# C5H9NO2

The molecule C5H9NO2 at a distorted geometry (the ωB97M-V functional and the def2-TZVPD basis, the OMol25 dataset).

Geometry as XYZ:
```
17
Properties=species:S:1:pos:R:3:forces:R:3:mulliken_charge:R:1
C -1.078247 -0.399472 0.468804 1.99 -1.09 -0.40 0.154
C -0.149226 -1.407370 -0.436790 1.98 -0.79 4.45 -0.938
C 1.037637 -0.485252 -0.565804 1.20 0.00 -2.42 0.274
C 1.175729 0.303707 0.636453 1.81 -0.65 0.28 -0.224
C -0.142561 0.951116 0.552018 -2.59 2.76 0.60 -0.268
H -3.044451 -0.523613 -0.126613 2.32 0.67 0.10 0.334
H -1.271183 -0.897238 1.518601 0.17 1.25 -1.92 0.321
H -0.538966 -1.594256 -1.387049 -1.03 -0.76 -1.03 0.343
H 0.058499 -2.264857 0.264088 -0.32 0.19 -1.26 0.293
H 0.722931 0.075397 -1.509827 0.73 0.14 1.63 0.191
H 2.775198 0.706961 -0.859744 -0.83 -1.45 1.05 0.297
H 1.207066 -0.180127 1.679046 0.25 0.13 -1.90 0.268
H -0.395713 1.465440 1.525380 -0.04 0.08 -1.18 0.356
H -0.209584 2.667126 -0.587748 0.74 1.58 0.71 0.304
N 2.479260 -0.076790 -0.190361 -2.00 1.08 -0.08 -0.619
O -2.137035 -0.123093 -0.324040 -4.34 0.08 -0.24 -0.522
O -0.489356 1.782328 -0.656410 -0.04 -3.23 1.61 -0.564
```
Positions in Å, forces in eV/Å.

The calculation puts the energy above the lowest of the compared OMol25 structures with the same formula, charge and spin at 6.418 eV. The value obtained for the LUMO energy is 0.643 eV. Its SMILES is O[C@@H]1[C@@H]2N[C@H]2C[C@@H]1O.

---

Entry 4:
# C45H60CsI2N5O5S2

C45H60CsI2N5O5S2 as an isolated structure (the ωB97M-V functional and the def2-TZVPD basis, the OMol25 dataset).

Geometry as XYZ:
```
120
Properties=species:S:1:pos:R:3:forces:R:3:mulliken_charge:R:1
Cs -0.863161 1.645299 0.428427 -0.50 0.72 0.44 1.418
C -3.323988 5.372235 3.668170 0.01 -0.02 0.04 -0.959
N -1.884907 5.572572 3.620252 0.05 0.02 0.03 0.130
C -1.227300 5.557633 4.915640 -0.02 0.00 -0.02 -0.835
C -1.247973 5.180766 2.484585 0.03 -0.09 0.01 0.610
O -1.826416 5.025161 1.423258 0.06 0.02 0.04 -0.527
C 0.262319 4.953735 2.587367 -0.20 0.07 0.02 -0.841
O 0.707758 4.545949 1.324308 0.08 0.04 -0.25 0.007
C 1.825652 3.711427 1.367392 0.08 -0.13 -0.01 -0.193
C 2.074799 3.194546 -0.049020 0.18 0.04 -0.03 -0.044
O 1.493430 3.681390 -1.004332 -0.07 0.01 0.06 -0.416
N 2.987020 2.199320 -0.176877 -0.01 -0.16 -0.04 0.504
C 3.725684 1.608020 0.921895 0.03 0.08 -0.03 -1.143
C 3.211969 1.617890 -1.488827 0.05 0.10 0.02 -0.756
H -3.772391 6.139058 4.303456 -0.01 0.00 0.01 0.345
H -3.542712 4.375924 4.066230 -0.02 0.00 -0.01 0.226
H -3.728726 5.438000 2.663917 0.00 0.01 -0.02 0.287
H -1.737953 6.264386 5.573489 -0.02 0.00 -0.02 0.290
H -0.190790 5.878711 4.832042 0.00 0.01 -0.01 0.280
H -1.251647 4.555361 5.354084 -0.01 0.01 0.00 0.236
H 0.446092 4.180914 3.339045 0.00 0.01 0.06 0.589
H 0.770306 5.875665 2.900005 0.03 0.04 -0.01 0.210
H 1.652224 2.883171 2.068479 -0.01 0.00 -0.05 0.145
H 2.733356 4.242803 1.695963 -0.03 0.02 0.06 0.184
H 3.165950 1.633180 1.850717 -0.01 0.04 0.01 0.310
H 4.698526 2.095515 1.061014 -0.01 0.00 -0.01 0.262
H 3.889393 0.554875 0.701814 0.00 -0.02 -0.02 0.453
H 2.562892 2.109582 -2.208319 0.00 -0.02 0.02 -0.057
H 2.975337 0.553267 -1.466149 -0.01 -0.02 0.02 0.231
H 4.255830 1.748903 -1.793721 0.00 0.00 0.01 0.427
C 0.757039 -3.166283 -6.408614 -0.02 0.01 -0.03 -1.677
C 1.753543 -2.686601 -5.343376 0.00 -0.04 0.07 2.067
C 2.121234 -3.886697 -4.468689 0.01 0.01 0.01 -1.941
C 3.031251 -2.191545 -6.036128 0.03 0.00 -0.04 -1.722
C 1.130364 -1.558703 -4.526656 -0.02 0.02 -0.09 -0.761
C 0.984647 -1.598194 -3.171872 -0.09 -0.10 0.16 0.218
C 0.460474 -0.500368 -2.440488 0.10 0.00 -0.17 -2.294
N 0.515355 -0.422913 -1.092747 0.19 -0.19 0.08 0.962
C 0.408148 -1.427390 -0.251617 0.00 0.05 -0.41 -0.938
C -0.240900 -2.666006 -0.589915 -0.05 -0.14 0.08 -0.189
C -0.470709 -3.603779 0.351161 -0.01 -0.03 -0.12 -0.184
C 0.025789 -3.360988 1.681912 0.05 0.04 0.23 -0.396
C 0.629097 -2.230563 2.122117 0.00 -0.05 -0.06 -0.584
C 0.853267 -1.155273 1.142265 -0.01 -0.02 -0.09 0.046
O 1.409808 -0.088712 1.405842 0.12 -0.13 0.00 -0.176
C 1.110832 -2.148513 3.577238 0.02 -0.01 0.00 2.694
C 0.049488 -2.746225 4.514535 0.03 -0.02 0.06 -2.050
C 1.406239 -0.727905 4.076574 -0.04 0.05 0.05 -1.677
C 2.405863 -2.969983 3.687433 0.02 -0.04 0.01 -1.845
C -1.289063 -4.867225 0.111970 0.01 0.03 -0.07 2.073
C -2.509200 -4.867479 1.044771 -0.02 0.01 0.02 -1.740
C -0.426709 -6.105198 0.396669 0.04 0.03 0.05 -1.693
C -1.784679 -4.951733 -1.332211 -0.02 -0.01 0.00 -2.017
C 0.025447 0.706724 -3.129965 0.06 -0.08 -0.05 0.626
O -0.524312 1.637901 -2.509240 0.03 0.10 0.02 -0.585
C 0.234771 0.743859 -4.577559 -0.03 0.03 0.14 -0.279
C 0.733328 -0.362985 -5.197341 0.06 -0.01 -0.05 -0.040
C -0.088049 2.039128 -5.317451 0.01 -0.03 -0.07 2.710
C 0.792672 3.176366 -4.771229 -0.01 0.01 0.00 -1.318
C -1.573893 2.395197 -5.150139 -0.03 0.07 0.01 -1.582
C 0.193166 1.926239 -6.818097 -0.01 0.00 -0.02 -2.348
H 1.197741 -3.965025 -7.013693 -0.01 0.01 0.00 0.477
H 0.466732 -2.355228 -7.079991 0.01 -0.03 0.02 0.278
H -0.150256 -3.549767 -5.936615 0.02 0.01 0.00 0.337
H 2.539303 -4.682403 -5.091163 0.00 0.01 0.00 0.459
H 1.246162 -4.286552 -3.950688 0.01 0.01 -0.01 0.228
H 2.867438 -3.621077 -3.716622 -0.01 0.00 -0.02 0.361
H 3.481139 -2.994408 -6.629735 0.00 0.02 0.01 0.461
H 3.761422 -1.857632 -5.295611 -0.01 -0.01 -0.01 0.345
H 2.826333 -1.352086 -6.703788 0.00 -0.02 0.02 0.312
H 1.347621 -2.437237 -2.590932 0.01 0.00 -0.07 0.773
H -0.647032 -2.750110 -1.587902 0.01 -0.01 0.00 0.768
H -0.135052 -4.149258 2.407819 0.00 0.00 -0.02 0.267
H -0.903803 -2.231129 4.393303 -0.04 0.02 -0.01 0.287
H 0.366533 -2.618656 5.552213 -0.01 0.00 -0.01 0.625
H -0.112193 -3.815993 4.359673 0.02 0.04 -0.02 0.408
H 0.579337 -0.035606 3.915497 0.01 -0.03 -0.01 0.243
H 2.285278 -0.302392 3.594939 -0.02 -0.03 0.02 0.099
H 1.587344 -0.781595 5.154764 0.02 0.00 -0.01 0.561
H 2.234956 -4.016698 3.419110 0.00 0.02 0.00 0.299
H 2.785749 -2.933115 4.713172 -0.01 0.00 -0.02 0.459
H 3.176925 -2.568411 3.023536 -0.03 -0.01 0.01 0.292
H -2.218700 -4.849622 2.096764 -0.01 -0.01 -0.03 0.358
H -3.111888 -5.765191 0.877631 0.01 0.02 0.00 0.453
H -3.133842 -3.990528 0.863456 0.02 -0.02 0.00 0.370
H -0.059378 -6.109896 1.425104 0.00 -0.02 -0.03 0.269
H 0.437726 -6.132589 -0.271256 -0.01 0.00 0.01 0.332
H -1.011135 -7.016839 0.245602 0.00 0.01 0.00 0.469
H -2.437610 -4.112375 -1.578987 0.01 -0.01 0.01 0.374
H -2.355418 -5.873887 -1.469014 0.01 0.01 0.00 0.458
H -0.954485 -4.959294 -2.043193 0.00 0.00 0.02 0.235
H 0.882226 -0.326716 -6.270600 -0.01 0.00 0.01 0.407
H 0.705128 3.275730 -3.691544 -0.02 0.00 0.04 0.050
H 0.504354 4.127933 -5.229328 0.01 -0.03 0.01 0.475
H 1.843794 2.989265 -5.011021 -0.01 -0.01 0.00 0.264
H -1.834661 2.526550 -4.101774 0.02 -0.02 -0.06 0.189
H -2.205984 1.606189 -5.567819 0.02 0.00 0.00 0.310
H -1.791664 3.325998 -5.683517 -0.01 -0.02 0.00 0.485
H 1.243200 1.696125 -7.020414 -0.03 0.01 0.01 0.402
H -0.035880 2.882831 -7.294185 0.00 -0.01 0.00 0.441
H -0.427751 1.160546 -7.291727 0.01 0.00 0.01 0.393
S -1.016525 2.250208 3.962137 0.11 -0.02 -0.01 -0.087
C -1.981929 0.909226 4.500404 -0.07 -0.04 -0.02 -0.309
C -1.696388 0.335891 5.741671 -0.07 -0.18 0.05 -0.614
C -2.399258 -0.751616 6.265182 0.03 0.14 -0.30 0.281
C -2.025593 -1.289981 7.528641 -0.01 -0.09 0.26 -0.022
N -1.719335 -1.709922 8.559023 0.02 0.01 -0.06 -0.692
C -3.437110 -1.309429 5.498118 0.11 0.21 -0.16 0.829
C -3.747729 -0.741959 4.263894 0.02 -0.11 0.17 -1.046
C -3.076244 0.370081 3.731477 0.04 0.21 0.04 0.321
S -3.625988 1.066518 2.247673 -0.16 -0.21 0.06 -0.381
C -4.173392 -2.442064 5.958248 -0.13 -0.18 0.08 -0.130
N -4.777579 -3.357856 6.313419 0.03 0.04 -0.02 -0.668
H -0.883870 0.757505 6.318580 0.01 0.01 0.01 0.357
H -4.561128 -1.159265 3.685633 -0.01 -0.02 -0.01 0.464
I -0.207537 6.609348 -2.216429 0.02 -0.07 -0.09 -0.045
C -1.234807 4.843153 -1.624908 0.08 0.12 0.17 1.575
I -3.337964 5.001060 -1.806560 -0.03 -0.07 -0.06 -0.018
H -1.010381 4.732893 -0.569099 -0.05 -0.03 -0.01 -0.962
H -0.891838 4.006948 -2.222029 0.05 0.02 -0.05 -0.654
```
Positions in Å, forces in eV/Å.

The calculation puts the energy above the lowest of the compared OMol25 structures with the same formula, charge and spin at 0.069 eV. The value obtained for the LUMO energy (alpha / beta) is 2.928 / 2.927 eV. Its charge is -2.